# C60H165N15O15

A cluster of 15 separate species, C60H165N15O15 in total in a non-equilibrium geometry (ωB97M-V with the def2-TZVPD basis set, the Open Molecules 2025 dataset).

Last column: Löwdin charge in e.
Positions of all 255 atoms, in Å:
C  5.491  -1.135  1.587  -0.0748
C  5.766  -2.516  2.190  -0.4107
C  6.571  -3.354  1.230  -0.2803
O  6.522  -4.658  1.620  -0.1629
C  7.437  -5.515  0.956  -0.0884
N  6.420  -2.348  3.536  0.0347
H  6.402  -0.607  1.291  0.0675
H  4.971  -0.477  2.284  0.0693
H  4.846  -1.264  0.712  0.0792
H  4.749  -2.892  2.372  0.1328
H  7.574  -2.914  1.120  0.1362
H  6.141  -3.185  0.228  0.1292
H  7.702  -5.169  -0.053  0.0885
H  6.960  -6.485  0.797  0.0873
H  8.355  -5.631  1.542  0.0906
H  6.857  -3.262  3.720  0.0805
H  7.243  -1.751  3.391  0.0795
C  0.522  5.914  -2.622  -0.0670
C  0.324  7.138  -1.726  -0.3977
C  0.841  8.417  -2.372  -0.2036
O  2.190  8.619  -2.068  -0.2000
C  2.407  9.078  -0.759  -0.0959
N  -1.127  7.331  -1.494  0.0580
H  -0.103  5.982  -3.517  0.0871
H  0.279  5.020  -2.043  0.0442
H  1.554  5.746  -2.960  0.0816
H  0.794  6.923  -0.765  0.0851
H  0.214  9.290  -2.168  0.1221
H  0.760  8.305  -3.459  0.1291
H  1.831  9.987  -0.551  0.0980
H  3.463  9.332  -0.742  0.0887
H  2.124  8.322  -0.024  0.0746
H  -1.557  6.667  -0.858  0.0370
H  -1.552  7.191  -2.409  0.0735
C  1.101  1.024  -0.974  -0.0531
C  0.825  0.685  0.503  -0.4121
C  0.858  -0.789  0.752  -0.2194
O  -0.336  -1.243  0.212  -0.2092
C  -0.710  -2.548  0.540  -0.1091
N  1.716  1.520  1.346  0.0529
H  0.445  0.499  -1.676  0.0496
H  2.148  0.782  -1.207  0.0867
H  1.033  2.096  -1.178  0.0467
H  -0.207  1.019  0.676  0.1170
H  0.907  -0.930  1.841  0.1270
H  1.725  -1.280  0.286  0.1339
H  -0.564  -2.786  1.604  0.0873
H  -0.006  -3.259  0.077  0.0904
H  -1.765  -2.685  0.329  0.0716
H  2.601  1.065  1.572  0.0553
H  2.007  2.294  0.730  0.0152
C  2.703  -1.095  5.157  -0.0485
C  2.815  -2.552  5.660  -0.4288
C  1.959  -3.571  4.969  -0.1946
O  0.582  -3.291  5.147  -0.2084
C  0.089  -3.620  6.412  -0.1219
N  4.262  -2.953  5.733  0.0249
H  1.680  -0.745  5.354  0.0757
H  2.919  -1.023  4.090  0.0607
H  3.359  -0.468  5.752  0.0714
H  2.641  -2.489  6.747  0.1243
H  2.211  -4.587  5.294  0.1301
H  2.116  -3.449  3.889  0.1268
H  0.286  -4.676  6.656  0.0849
H  -0.979  -3.492  6.549  0.0899
H  0.653  -3.071  7.175  0.0825
H  4.695  -2.838  4.802  0.0203
H  4.804  -2.229  6.199  0.0599
C  -1.375  3.805  -0.099  -0.0494
C  -1.511  4.258  1.357  -0.4274
C  -2.912  4.755  1.649  -0.2167
O  -3.107  5.930  0.898  -0.1826
C  -4.246  6.633  1.269  -0.1277
N  -1.109  3.207  2.282  0.0774
H  -2.171  3.107  -0.388  0.0899
H  -0.421  3.328  -0.314  0.0463
H  -1.484  4.650  -0.784  0.0492
H  -0.890  5.153  1.494  0.1222
H  -2.988  4.943  2.732  0.1268
H  -3.673  3.976  1.463  0.1352
H  -4.412  6.705  2.352  0.0893
H  -5.172  6.257  0.807  0.0908
H  -4.201  7.674  0.933  0.0885
H  -1.765  2.426  2.298  0.0473
H  -0.218  2.774  2.055  0.0353
C  -2.301  3.099  -8.169  -0.0593
C  -1.214  2.143  -7.710  -0.4536
C  -1.355  1.721  -6.275  -0.2423
O  -1.253  2.812  -5.415  -0.1851
C  -1.373  2.544  -4.052  -0.0967
N  -1.171  0.986  -8.611  0.0373
H  -2.149  3.340  -9.221  0.0779
H  -2.233  4.031  -7.606  0.0785
H  -3.310  2.692  -8.062  0.0787
H  -0.291  2.707  -7.866  0.1332
H  -0.648  0.892  -6.086  0.1210
H  -2.352  1.263  -6.099  0.1292
H  -2.277  1.936  -3.924  0.0731
H  -1.362  3.490  -3.525  0.0902
H  -0.538  1.945  -3.654  0.0525
H  -0.437  0.340  -8.301  0.0720
H  -2.002  0.406  -8.443  0.0770
C  -5.838  0.780  4.060  -0.0537
C  -4.539  0.735  4.838  -0.4296
C  -3.363  1.317  4.084  -0.2227
O  -3.041  0.717  2.850  -0.1977
C  -2.574  -0.599  2.902  -0.1032
N  -4.723  1.574  6.081  0.0290
H  -6.583  0.300  4.700  0.0806
H  -5.811  0.313  3.081  0.0531
H  -6.150  1.817  3.932  0.0842
H  -4.277  -0.276  5.182  0.1273
H  -2.463  1.358  4.720  0.1326
H  -3.604  2.354  3.832  0.1236
H  -3.140  -1.311  3.512  0.0856
H  -1.540  -0.602  3.295  0.0985
H  -2.468  -1.039  1.912  0.0638
H  -5.199  0.955  6.736  0.0681
H  -3.821  1.783  6.507  0.0636
C  6.815  4.886  5.188  -0.0684
C  7.313  3.708  4.366  -0.4358
C  6.588  3.686  3.044  -0.2523
O  6.991  2.618  2.259  -0.1648
C  6.082  2.355  1.231  -0.1213
N  8.766  3.872  4.133  0.0326
H  6.939  5.845  4.686  0.0782
H  7.340  4.925  6.139  0.0781
H  5.755  4.677  5.363  0.0811
H  7.207  2.784  4.933  0.1412
H  6.760  4.655  2.553  0.1318
H  5.503  3.630  3.228  0.1307
H  5.063  2.145  1.583  0.0814
H  6.429  1.464  0.717  0.0735
H  6.032  3.198  0.530  0.0742
H  9.051  3.168  3.454  0.0637
H  8.905  4.779  3.691  0.0678
C  1.798  5.395  0.776  -0.0336
C  2.592  4.961  -0.457  -0.3673
C  3.630  5.998  -0.837  -0.1999
O  4.306  6.425  0.326  -0.1828
C  5.482  7.097  0.024  -0.1213
N  3.277  3.709  -0.012  0.0477
H  1.493  6.446  0.677  0.0624
H  2.420  5.351  1.666  0.0919
H  0.901  4.803  0.939  0.0481
H  1.929  4.695  -1.282  0.0878
H  3.184  6.808  -1.431  0.1068
H  4.383  5.516  -1.485  0.1076
H  6.206  6.379  -0.395  0.0866
H  5.856  7.515  0.952  0.0915
H  5.410  7.889  -0.731  0.0869
H  3.758  3.314  -0.829  0.0385
H  4.042  3.956  0.613  0.0503
C  5.565  3.341  -4.767  -0.0544
C  4.632  3.461  -3.572  -0.4296
C  3.375  2.642  -3.792  -0.2385
O  2.771  3.076  -4.968  -0.1657
C  1.703  2.242  -5.355  -0.0798
N  5.289  2.961  -2.354  0.0338
H  6.534  3.791  -4.533  0.0777
H  5.178  3.807  -5.671  0.0796
H  5.772  2.286  -4.980  0.0857
H  4.275  4.483  -3.436  0.1304
H  2.663  2.757  -2.956  0.1096
H  3.633  1.566  -3.801  0.1335
H  2.086  1.246  -5.596  0.1008
H  1.175  2.718  -6.172  0.0824
H  1.000  2.146  -4.513  0.0607
H  5.796  2.120  -2.643  0.0843
H  6.063  3.572  -2.091  0.0780
C  -1.158  -7.832  7.656  -0.0632
C  -2.521  -7.878  7.025  -0.4643
C  -2.418  -7.320  5.628  -0.2416
O  -1.997  -5.986  5.662  -0.1954
C  -2.052  -5.387  4.384  -0.0953
N  -3.063  -9.223  6.945  0.0345
H  -0.823  -6.796  7.604  0.0670
H  -0.415  -8.440  7.133  0.0879
H  -1.128  -8.140  8.703  0.0790
H  -3.164  -7.220  7.627  0.1411
H  -3.344  -7.424  5.047  0.1273
H  -1.669  -7.937  5.103  0.1334
H  -1.245  -4.653  4.321  0.0676
H  -2.930  -4.731  4.294  0.0893
H  -2.080  -6.114  3.575  0.0843
H  -4.055  -9.254  6.737  0.0722
H  -2.972  -9.695  7.839  0.0717
C  -6.400  -2.221  1.958  -0.0679
C  -6.842  -1.982  0.530  -0.3828
C  -5.753  -2.293  -0.488  -0.2340
O  -5.297  -3.605  -0.338  -0.1850
C  -4.303  -3.904  -1.289  -0.1004
N  -7.978  -2.936  0.246  0.0313
H  -6.185  -3.301  2.007  0.0797
H  -7.175  -2.184  2.725  0.0816
H  -5.525  -1.650  2.251  0.0542
H  -7.226  -0.971  0.374  0.1385
H  -4.902  -1.583  -0.400  0.1156
H  -6.068  -2.115  -1.530  0.1090
H  -4.080  -4.955  -1.144  0.0729
H  -3.431  -3.255  -1.139  0.0673
H  -4.662  -3.689  -2.300  0.0846
H  -8.220  -2.826  -0.735  0.0623
H  -7.634  -3.887  0.347  0.0609
C  -6.244  0.020  -5.182  -0.0740
C  -5.956  0.163  -3.724  -0.4439
C  -4.457  -0.115  -3.490  -0.2526
O  -4.128  0.175  -2.178  -0.1991
C  -2.816  -0.266  -1.814  -0.0639
N  -6.271  1.515  -3.256  0.0534
H  -7.317  0.091  -5.381  0.0832
H  -6.003  -0.978  -5.562  0.0836
H  -5.728  0.746  -5.813  0.0780
H  -6.443  -0.605  -3.119  0.1235
H  -3.908  0.542  -4.187  0.1058
H  -4.269  -1.158  -3.794  0.1203
H  -2.831  -0.384  -0.733  0.0799
H  -2.155  0.552  -2.104  0.0729
H  -2.616  -1.224  -2.299  0.0735
H  -5.814  2.137  -3.925  0.0726
H  -5.821  1.679  -2.361  0.0655
C  -2.722  -8.916  -3.944  -0.0738
C  -3.634  -8.416  -2.835  -0.3849
C  -2.852  -7.993  -1.625  -0.2204
O  -1.933  -6.966  -1.913  -0.2427
C  -1.116  -6.561  -0.853  -0.0958
N  -4.450  -7.247  -3.380  0.0550
H  -1.847  -8.263  -4.070  0.0703
H  -3.163  -9.045  -4.927  0.0732
H  -2.229  -9.869  -3.693  0.0794
H  -4.327  -9.216  -2.562  0.1366
H  -2.292  -8.873  -1.263  0.1331
H  -3.491  -7.650  -0.795  0.1307
H  -1.717  -6.220  0.001  0.0903
H  -0.512  -5.729  -1.213  0.0763
H  -0.425  -7.340  -0.504  0.0961
H  -5.435  -7.393  -3.188  0.0646
H  -4.182  -6.435  -2.826  0.0209
C  0.013  -4.951  -4.447  -0.0473
C  -1.084  -4.032  -3.893  -0.4263
C  -1.257  -2.783  -4.742  -0.1949
O  -0.062  -2.024  -4.764  -0.1884
C  0.142  -1.201  -3.638  -0.1139
N  -2.386  -4.737  -3.791  0.0549
H  0.179  -5.799  -3.785  0.0663
H  0.935  -4.388  -4.611  0.0759
H  -0.313  -5.348  -5.416  0.0829
H  -0.840  -3.799  -2.843  0.1201
H  -2.111  -2.182  -4.414  0.1064
H  -1.390  -3.132  -5.772  0.1329
H  -0.413  -0.263  -3.749  0.0591
H  1.172  -0.877  -3.827  0.0932
H  0.067  -1.644  -2.646  0.0810
H  -2.718  -4.922  -4.745  0.0830
H  -2.323  -5.674  -3.387  0.0291

The HOMO energy comes out at -0.3189 Eh. Its spin multiplicity is 1. As for the total energy: -117951.20630 eV. As for the frontier orbital gap: 0.3262 Ha. For the molar mass, the calculation gives 1337.07 g mol⁻¹. The LUMO energy comes out at 0.2 eV. Its energy above the lowest of the compared OMol25 structures with the same formula, charge and spin is 280.0 kJ/mol.